Entry a
{"formula": "C4H7O2", "method": "the ωB97M-V functional and the def2-TZVPD basis", "elements": ["C", "C", "C", "C", "O", "O", "H", "H", "H", "H", "H", "H", "H"], "xyz": [[-0.88, -2.20, -0.69], [-0.56, -1.19, 0.39], [0.73, -0.36, 0.12], [0.40, 1.13, 0.07], [1.26, 1.92, 0.53], [-0.72, 1.48, -0.39], [-1.32, -3.15, -0.34], [0.06, -2.68, -1.02], [-1.50, -1.95, -1.55], [-0.45, -1.67, 1.40], [-1.36, -0.50, 0.65], [1.13, -0.74, -0.85], [1.56, -0.49, 0.80]], "mulliken_charge": [-1.251, -0.197, -0.545, 0.445, -0.760, -0.743, 0.342, 0.341, 0.270, 0.258, 0.343, 0.208, 0.289], "charge": -1, "gap_ev": 7.66, "multiplicity": 1, "homo_energy_ev": -3.6}


Entry b
{"formula": "C4H7O2", "method": "the ωB97M-V functional and the def2-TZVPD basis", "elements": ["C", "C", "C", "C", "O", "O", "H", "H", "H", "H", "H", "H", "H"], "xyz": [[-1.85, 1.05, 1.43], [-0.82, 1.02, 0.28], [0.39, 0.15, 0.55], [0.88, -0.73, -0.67], [2.00, -1.27, -0.51], [0.12, -0.79, -1.65], [-2.38, 0.11, 1.53], [-1.37, 1.26, 2.40], [-2.53, 1.89, 1.27], [-1.36, 0.80, -0.64], [-0.49, 2.06, 0.10], [1.29, 0.68, 0.87], [0.23, -0.57, 1.37]], "mulliken_charge": [-1.235, -0.155, -0.628, 0.480, -0.756, -0.721, 0.325, 0.301, 0.357, 0.302, 0.241, 0.268, 0.221], "charge": -1, "gap_ev": 7.83, "multiplicity": 1, "homo_energy_ev": -3.8}


What should be chosen as the least stable of them? Choose entry a.


Entry a
{"formula": "H23O12", "method": "the ωB97M-V functional and the def2-TZVPD basis", "elements": ["O", "H", "O", "H", "H", "O", "H", "H", "O", "H", "H", "O", "H", "H", "O", "H", "H", "O", "H", "H", "O", "H", "H", "O", "H", "H", "O", "H", "H", "O", "H", "H", "O", "H", "H"], "xyz": [[0.59, -0.70, 0.49], [-0.20, -0.07, 0.06], [0.41, -2.15, -1.73], [0.42, -1.63, -0.93], [-0.46, -2.62, -1.72], [1.18, 1.70, 1.17], [2.17, 1.78, 1.19], [1.08, 0.68, 1.01], [-3.46, 0.49, -0.23], [-3.02, 0.09, 0.41], [-2.85, 0.72, -1.07], [-1.65, 2.53, 1.67], [-0.85, 2.51, 1.20], [-1.70, 1.77, 2.26], [0.76, 0.13, -3.28], [1.56, 0.57, -2.87], [0.70, -0.59, -2.64], [-1.58, 1.13, -2.17], [-0.78, 0.65, -2.51], [-2.02, 1.18, -3.04], [-0.32, 3.20, -0.95], [-0.77, 2.58, -1.51], [0.38, 2.81, -0.34], [-1.94, -1.29, 0.99], [-1.02, -1.16, 0.95], [-2.08, -1.36, 1.86], [3.04, -0.93, -0.50], [2.14, -0.91, -0.05], [3.71, -0.74, 0.17], [1.44, -3.40, 1.02], [2.20, -3.29, 1.59], [1.12, -2.55, 0.69], [0.61, -0.74, 3.12], [0.56, 0.18, 3.50], [0.63, -0.59, 2.18]], "mulliken_charge": [-0.842, 0.111, -0.773, 0.321, 0.351, -0.749, 0.261, 0.468, -0.692, 0.358, 0.423, -0.616, 0.340, 0.280, -0.768, 0.355, 0.344, -0.707, 0.385, 0.280, -0.720, 0.437, 0.355, -0.716, 0.429, 0.313, -0.721, 0.265, 0.276, -0.690, 0.289, 0.329, -0.739, 0.349, 0.412], "charge": -1, "gap_ev": 9.68, "multiplicity": 1, "homo_energy_ev": -6.8}


Entry b
{"formula": "H23O12", "method": "the ωB97M-V functional and the def2-TZVPD basis", "elements": ["O", "H", "O", "H", "H", "O", "H", "H", "O", "H", "H", "O", "H", "H", "O", "H", "H", "O", "H", "H", "O", "H", "H", "O", "H", "H", "O", "H", "H", "O", "H", "H", "O", "H", "H"], "xyz": [[-10.78, -5.76, -11.16], [-11.25, -4.95, -11.40], [-13.63, -7.74, -10.94], [-14.34, -7.79, -10.31], [-12.89, -7.52, -10.45], [-8.54, -3.77, -11.78], [-7.86, -4.12, -12.37], [-8.40, -4.46, -11.11], [-11.07, -3.29, -9.54], [-10.88, -4.18, -9.74], [-10.45, -2.84, -10.11], [-11.74, -6.66, -8.92], [-11.49, -6.27, -9.79], [-12.47, -6.06, -8.65], [-8.72, -6.58, -12.64], [-9.44, -6.26, -11.99], [-7.88, -6.49, -12.19], [-11.70, -6.69, -13.40], [-10.95, -6.65, -14.01], [-11.40, -6.46, -12.50], [-8.67, -5.63, -9.62], [-9.51, -5.68, -10.08], [-8.36, -6.44, -9.96], [-11.20, -3.11, -12.71], [-10.54, -2.83, -13.39], [-10.71, -3.82, -12.25], [-13.64, -2.69, -10.50], [-14.11, -1.97, -10.09], [-12.73, -2.63, -10.29], [-10.33, -8.68, -11.35], [-10.70, -7.83, -11.16], [-9.46, -8.46, -11.02], [-13.75, -4.71, -12.27], [-13.68, -4.39, -11.39], [-13.13, -5.44, -12.44]], "mulliken_charge": [0.571, -0.730, -0.592, 0.268, 0.366, -0.625, 0.290, 0.337, -0.784, 0.280, 0.336, -0.752, 0.177, 0.345, -0.647, 0.040, 0.325, -0.744, 0.292, 0.231, -0.738, 0.205, 0.434, -0.531, 0.264, 0.393, -0.612, 0.262, 0.387, -0.654, 0.244, 0.363, -0.644, 0.299, 0.345], "charge": -1, "gap_ev": 9.47, "multiplicity": 1, "homo_energy_ev": -6.7}


Entry c
{"formula": "H23O12", "method": "the ωB97M-V functional and the def2-TZVPD basis", "elements": ["O", "H", "O", "H", "H", "O", "H", "H", "O", "H", "H", "O", "H", "H", "O", "H", "H", "O", "H", "H", "O", "H", "H", "O", "H", "H", "O", "H", "H", "O", "H", "H", "O", "H", "H"], "xyz": [[-0.05, 0.86, -0.18], [-0.33, -0.05, 0.08], [-1.97, 0.61, -2.09], [-1.44, 0.67, -1.31], [-2.77, 0.12, -1.83], [2.44, -0.66, -0.60], [1.71, -0.12, -0.42], [3.23, -0.29, -0.17], [1.43, -2.98, 0.39], [1.53, -1.99, 0.27], [1.57, -3.17, 1.30], [-0.75, -2.76, 2.49], [-0.58, -1.83, 2.39], [-0.64, -2.86, 3.44], [-0.82, 3.34, -0.80], [-0.53, 2.40, -0.69], [-1.76, 3.32, -1.10], [1.27, 1.72, -2.38], [0.58, 2.05, -2.94], [0.75, 1.20, -1.74], [0.86, -1.81, -2.64], [1.71, -1.64, -2.16], [0.26, -1.45, -2.03], [0.12, -0.17, 2.44], [0.14, 0.36, 1.64], [-0.33, 0.27, 3.17], [-1.21, -1.68, -0.22], [-0.72, -2.36, 0.29], [-1.61, -2.18, -0.94], [-2.31, 1.50, 1.09], [-2.51, 0.65, 1.40], [-1.54, 1.41, 0.60], [1.46, 2.41, 1.48], [1.01, 1.92, 0.79], [1.78, 3.21, 1.01]], "mulliken_charge": [0.280, -0.207, -0.642, 0.321, 0.283, -0.713, 0.356, 0.248, -0.618, 0.303, 0.292, -0.624, 0.429, 0.285, -0.710, 0.125, 0.328, -0.702, 0.340, 0.095, -0.681, 0.394, 0.318, -0.685, 0.210, 0.304, -0.546, 0.284, 0.221, -0.667, 0.328, 0.349, -0.698, 0.076, 0.326], "charge": -1, "gap_ev": 9.61, "multiplicity": 1, "homo_energy_ev": -6.8}


What should be chosen as the least stable of them? Choose entry a.


Entry a
{"formula": "C22H27N3O3", "method": "the ωB97M-V functional and the def2-TZVPD basis", "elements": ["C", "C", "O", "C", "C", "C", "C", "C", "C", "N", "C", "O", "C", "C", "C", "C", "N", "C", "O", "N", "C", "C", "C", "C", "C", "C", "C", "C", "H", "H", "H", "H", "H", "H", "H", "H", "H", "H", "H", "H", "H", "H", "H", "H", "H", "H", "H", "H", "H", "H", "H", "H", "H", "H", "H"], "xyz": [[2.39, -1.52, -5.36], [2.61, -0.17, -4.69], [2.50, -0.36, -3.30], [2.58, 0.73, -2.47], [2.88, 2.02, -2.88], [2.94, 3.05, -1.95], [2.72, 2.79, -0.62], [2.42, 1.51, -0.19], [2.35, 0.47, -1.10], [2.04, -0.85, -0.77], [1.68, -1.35, 0.43], [1.76, -0.75, 1.48], [1.15, -2.79, 0.32], [1.05, -3.47, 1.69], [-0.02, -2.82, 2.58], [-1.34, -2.70, 1.81], [-1.15, -2.02, 0.55], [-1.16, -0.65, 0.37], [-0.92, -0.16, -0.72], [-1.54, 0.10, 1.44], [-1.54, 1.54, 1.36], [-2.78, 2.12, 1.99], [-4.01, 1.52, 1.78], [-5.16, 2.04, 2.36], [-5.08, 3.18, 3.14], [-3.86, 3.80, 3.34], [-2.71, 3.27, 2.77], [-0.25, -2.74, -0.32], [1.40, -1.90, -5.12], [2.47, -1.42, -6.44], [3.13, -2.23, -5.01], [1.86, 0.55, -5.03], [3.61, 0.21, -4.94], [3.05, 2.24, -3.92], [3.17, 4.05, -2.29], [2.77, 3.60, 0.10], [2.24, 1.30, 0.85], [1.92, -1.43, -1.59], [1.83, -3.36, -0.32], [0.80, -4.52, 1.54], [2.02, -3.42, 2.20], [0.33, -1.83, 2.87], [-0.16, -3.41, 3.48], [-1.71, -3.70, 1.58], [-2.10, -2.20, 2.40], [-1.49, -0.29, 2.37], [-1.50, 1.79, 0.29], [-0.64, 1.96, 1.83], [-4.07, 0.63, 1.17], [-6.11, 1.56, 2.20], [-5.97, 3.60, 3.59], [-3.79, 4.69, 3.95], [-1.76, 3.74, 2.93], [-0.63, -3.76, -0.46], [-0.23, -2.23, -1.28]], "mulliken_charge": [-1.419, -0.363, -0.370, 0.838, -0.572, -0.686, -0.916, -0.491, 0.250, 0.123, 0.156, -0.649, 0.373, -1.430, -0.162, -1.266, 0.097, 0.640, -0.693, 0.098, -0.929, 0.618, -0.316, -0.577, -0.421, -0.564, -0.478, -1.562, 0.313, 0.415, 0.325, 0.436, 0.375, 0.375, 0.383, 0.389, 0.549, 0.220, 0.572, 0.472, 0.410, 0.143, 0.451, 0.455, 0.440, 0.221, 0.378, 0.344, 0.374, 0.381, 0.370, 0.375, 0.359, 0.483, 0.664], "gap_ev": 8.73, "multiplicity": 1, "homo_energy_ev": -8.0}


Entry b
{"formula": "C22H27N3O3", "method": "the ωB97M-V functional and the def2-TZVPD basis", "elements": ["C", "C", "C", "O", "C", "C", "C", "C", "C", "O", "N", "C", "C", "C", "C", "N", "C", "C", "N", "C", "C", "O", "C", "C", "C", "C", "C", "C", "H", "H", "H", "H", "H", "H", "H", "H", "H", "H", "H", "H", "H", "H", "H", "H", "H", "H", "H", "H", "H", "H", "H", "H", "H", "H", "H"], "xyz": [[8.75, 1.42, -1.03], [9.47, 0.25, -0.37], [8.68, -0.41, 0.76], [7.58, -1.16, 0.29], [6.33, -0.64, 0.20], [5.38, -1.49, -0.36], [4.06, -1.11, -0.48], [3.65, 0.15, -0.03], [2.25, 0.64, -0.12], [1.99, 1.82, -0.27], [1.31, -0.34, 0.00], [-0.08, -0.23, 0.00], [-0.76, 0.96, -0.23], [-2.14, 1.00, -0.20], [-2.90, -0.14, 0.06], [-4.28, -0.12, 0.17], [-5.07, -1.11, -0.54], [-6.38, -1.35, 0.23], [-7.09, -0.11, 0.36], [-8.28, 0.22, -0.20], [-9.03, -0.88, -0.93], [-8.74, 1.34, -0.10], [-6.30, 0.91, 1.02], [-4.99, 1.14, 0.27], [-2.21, -1.34, 0.29], [-0.83, -1.38, 0.26], [4.61, 1.01, 0.50], [5.93, 0.62, 0.63], [7.79, 1.10, -1.44], [9.35, 1.83, -1.83], [8.57, 2.21, -0.31], [10.42, 0.59, 0.04], [9.68, -0.52, -1.12], [9.32, -1.14, 1.26], [8.37, 0.34, 1.50], [5.70, -2.46, -0.71], [3.36, -1.79, -0.95], [1.66, -1.27, 0.18], [-0.20, 1.86, -0.43], [-2.63, 1.94, -0.41], [-5.32, -0.75, -1.55], [-4.51, -2.04, -0.63], [-6.14, -1.72, 1.23], [-6.98, -2.10, -0.29], [-9.98, -0.48, -1.27], [-8.46, -1.23, -1.79], [-9.22, -1.72, -0.26], [-6.09, 0.58, 2.04], [-6.89, 1.82, 1.05], [-5.20, 1.57, -0.72], [-4.38, 1.84, 0.85], [-2.75, -2.24, 0.52], [-0.32, -2.32, 0.44], [4.29, 1.99, 0.82], [6.63, 1.32, 1.05]], "mulliken_charge": [-1.086, -0.330, -0.539, -0.428, 0.832, -0.801, -0.540, 0.244, 0.604, -0.674, -0.166, 0.787, -0.719, -0.456, 0.247, 0.264, -0.631, -0.936, 0.138, 1.133, -1.373, -0.650, -1.222, -0.743, -0.554, -0.863, -0.840, -0.201, 0.287, 0.363, 0.270, 0.353, 0.273, 0.300, 0.330, 0.434, 0.405, 0.155, 0.503, 0.401, 0.198, 0.469, 0.212, 0.505, 0.335, 0.325, 0.354, 0.311, 0.448, 0.345, 0.543, 0.415, 0.306, 0.418, 0.250], "gap_ev": 8.19, "multiplicity": 1, "homo_energy_ev": -7.5}


What should be chosen as the least stable of them? Choose entry b.


Entry a
{"formula": "C4H16O3", "method": "the ωB97M-V functional and the def2-TZVPD basis", "elements": ["C", "C", "C", "C", "H", "H", "H", "H", "H", "H", "H", "H", "H", "H", "O", "H", "H", "O", "H", "H", "O", "H", "H"], "xyz": [[-2.14, -0.79, -1.59], [-1.76, 0.74, -0.97], [-0.31, 0.57, -0.33], [-0.09, 1.10, 1.21], [-2.53, -1.65, -0.96], [-2.98, -0.55, -2.26], [-1.39, -1.19, -2.34], [-1.76, 1.43, -1.72], [-2.61, 0.90, -0.18], [0.49, 1.17, -0.92], [-0.09, -0.59, -0.43], [0.91, 0.59, 1.52], [0.05, 2.06, 1.13], [-0.84, 0.77, 2.01], [-0.89, -4.61, 0.24], [-0.71, -4.08, -0.64], [-1.62, -5.24, 0.06], [2.49, 2.79, 0.41], [2.81, 3.14, 1.29], [1.75, 2.26, 0.69], [3.87, 0.47, 0.94], [4.38, 0.03, 1.61], [2.98, 0.67, 1.22]], "mulliken_charge": [-1.158, -0.449, -0.082, -1.157, 0.287, 0.373, 0.335, 0.385, 0.244, 0.208, 0.234, 0.094, 0.510, 0.358, -0.659, 0.334, 0.323, -0.634, 0.346, 0.106, -0.610, 0.289, 0.323], "gap_ev": 11.56, "multiplicity": 1, "homo_energy_ev": -10.9}


Entry b
{"formula": "C4H16O3", "method": "the ωB97M-V functional and the def2-TZVPD basis", "elements": ["C", "C", "C", "C", "H", "H", "H", "H", "H", "H", "H", "H", "H", "H", "O", "H", "H", "O", "H", "H", "O", "H", "H"], "xyz": [[2.50, 0.04, -1.00], [1.00, 0.00, -1.29], [0.27, -1.08, -0.48], [-1.11, -1.40, -1.07], [2.83, -0.85, -0.47], [2.81, 0.88, -0.37], [3.15, 0.16, -1.87], [0.81, -0.13, -2.36], [0.55, 0.97, -1.05], [0.88, -1.98, -0.49], [0.16, -0.74, 0.55], [-1.77, -1.81, -0.30], [-1.06, -2.13, -1.87], [-1.61, -0.49, -1.39], [-4.14, -1.29, 1.17], [-4.56, -1.42, 0.30], [-3.45, -0.65, 1.02], [2.55, -0.13, 3.95], [2.75, 0.77, 4.23], [2.02, -0.49, 4.68], [-1.70, 3.76, -0.95], [-1.00, 3.39, -0.39], [-1.90, 4.62, -0.56]], "mulliken_charge": [-1.152, -0.092, -0.343, -1.153, 0.314, 0.294, 0.319, 0.327, -0.005, 0.321, 0.246, 0.309, 0.323, 0.302, -0.648, 0.323, 0.315, -0.635, 0.316, 0.320, -0.629, 0.308, 0.320], "gap_ev": 11.75, "multiplicity": 1, "homo_energy_ev": -11.2}


What should be chosen as the least stable of them? Choose entry a.